Entry 1:
Here is a structure of composition C37H41Cl6N5O10Si4TeZr from the Open Molecules 2025 dataset. Energies are from ωB97M-V/def2-TZVPD.

Results
ΔE to the lowest compared entry with this formula, charge and spin = 250.7 kJ/mol
DFT total energy = -6694.953533 a.u.
orbital gap = 4.4 eV
HOMO level = -0.2590 hartree
maximum force = 1.82 eV/Å

Each line ends with the Mulliken charge.
Atoms and positions in Å:
1 Zr 1.17334 0.56282 1.21823  -0.686
2 Cl -1.77765 -3.95224 6.35877  -0.215
3 C -1.37925 -2.72893 5.19610  0.436
4 C -0.31884 -2.93238 4.33112  -1.045
5 C -0.03531 -1.93620 3.41753  1.616
6 Cl 1.29152 -2.11496 2.29754  -0.068
7 C -0.74700 -0.73558 3.33244  -1.467
8 O -0.45096 0.17540 2.42511  0.459
9 C -1.81838 -0.58822 4.22086  0.541
10 Cl -2.76848 0.85316 4.13245  -0.221
11 C -2.13195 -1.56553 5.14753  -0.805
12 H 0.26928 -3.83789 4.36988  0.504
13 H -2.96215 -1.42205 5.82395  0.476
14 O 0.40145 -0.14654 -1.80546  -0.244
15 C 1.63760 -0.20906 -1.42863  0.222
16 O 1.94464 -0.86021 -0.41086  -0.595
17 C 2.59258 0.74077 -2.05708  0.974
18 C 3.16277 0.64101 -3.29875  -0.213
19 C 3.94930 1.70068 -3.73169  -0.929
20 C 4.11032 2.84737 -2.98750  -0.447
21 C 3.48503 2.94944 -1.75785  -0.932
22 C 2.74879 1.88445 -1.22139  0.385
23 O 2.19572 1.87277 -0.04709  0.413
24 N 3.60555 4.22969 -1.04130  1.026
25 O 4.46025 4.99920 -1.41954  -0.650
26 O 2.81119 4.45743 -0.14757  -0.540
27 N 4.59004 1.61117 -5.05161  1.073
28 O 5.29479 2.53326 -5.39912  -0.633
29 O 4.36386 0.61450 -5.71032  -0.645
30 H 3.03411 -0.22677 -3.92982  0.695
31 H 4.70633 3.66708 -3.35972  0.665
32 O 6.30236 1.55199 6.71473  -0.392
33 C 5.10153 2.03828 6.93176  0.399
34 O 4.74572 2.45045 8.01120  -0.595
35 C 4.12821 2.09143 5.77989  0.431
36 C 4.06516 3.22337 4.97921  -1.271
37 C 3.11282 3.31765 3.98291  -0.323
38 C 2.20802 2.28045 3.80283  0.492
39 C 2.22447 1.17986 4.65028  0.145
40 C 3.15738 1.10321 5.65957  -1.088
41 N 1.26911 2.28278 2.72357  0.605
42 C 0.79480 3.37252 2.27389  -0.585
43 C -0.06545 3.43704 1.07600  0.540
44 C -0.50905 4.67780 0.66161  -0.866
45 C -1.26643 4.78063 -0.49548  -0.756
46 C -1.55634 3.62343 -1.18914  -1.019
47 C -1.08517 2.41365 -0.69828  -0.435
48 N -0.36494 2.30029 0.41226  1.071
49 H 6.43299 1.21081 5.76402  0.304
50 H 4.80698 4.00243 5.08949  0.372
51 H 3.13558 4.15984 3.30179  0.486
52 H 1.47836 0.40047 4.54112  0.145
53 H 3.17267 0.25043 6.32438  0.448
54 H 1.01421 4.32237 2.75709  0.680
55 H -0.23162 5.55528 1.22935  0.543
56 H -1.61127 5.74476 -0.84327  0.453
57 H -2.13645 3.63425 -2.10128  0.523
58 H -1.30970 1.49669 -1.22371  0.248
59 C -2.66503 -3.69401 -4.96913  -1.138
60 Si -1.39129 -2.86269 -3.88802  0.870
61 C -0.20293 -4.10617 -3.16323  -1.041
62 C -0.46223 -1.57054 -4.86214  -0.552
63 Si -2.52919 -1.83388 -2.10906  0.450
64 Te -0.81546 -1.20907 -0.37611  -0.293
65 Si -4.05810 -0.08795 -2.44056  0.693
66 C -3.35905 1.10605 -3.70331  -1.012
67 C -4.36363 0.78796 -0.81517  -0.784
68 C -5.66935 -0.79502 -3.07539  -1.201
69 Si -3.46505 -3.47550 -0.65154  0.528
70 C -4.84507 -4.31957 -1.59208  -1.121
71 C -2.23588 -4.78232 -0.11195  -1.079
72 C -4.15918 -2.62029 0.86529  -0.855
73 H -2.15850 -4.18465 -5.80434  0.404
74 H -3.37500 -2.97622 -5.38615  0.294
75 H -3.23509 -4.45115 -4.42910  0.270
76 H 0.48859 -4.46846 -3.92758  0.434
77 H -0.73057 -4.96741 -2.74889  0.285
78 H 0.39005 -3.67038 -2.35550  0.252
79 H 0.11270 -2.04875 -5.65951  0.456
80 H 0.23082 -1.01544 -4.22823  -0.226
81 H -1.13740 -0.84647 -5.32356  0.302
82 H -2.31981 1.37416 -3.49558  0.175
83 H -3.95288 2.02385 -3.72334  0.427
84 H -3.38449 0.67295 -4.70603  0.358
85 H -3.44870 0.95670 -0.24303  0.007
86 H -5.03180 0.20410 -0.18007  0.392
87 H -4.83389 1.75923 -0.98962  0.404
88 H -5.51832 -1.48752 -3.90674  0.323
89 H -6.31636 0.01188 -3.42851  0.397
90 H -6.20258 -1.33239 -2.28878  0.292
91 H -4.44579 -4.89060 -2.43266  0.269
92 H -5.57389 -3.61080 -1.98845  0.242
93 H -5.37628 -5.01747 -0.93947  0.389
94 H -2.18405 -5.58928 -0.84530  0.330
95 H -2.56700 -5.20808 0.83865  0.431
96 H -1.22087 -4.40718 0.03031  0.322
97 H -4.98585 -1.95541 0.60981  0.237
98 H -3.41723 -2.01426 1.39851  0.185
99 H -4.52761 -3.36888 1.57134  0.425
100 Cl 6.19825 0.66912 3.88416  -0.773
101 C 5.18491 -0.18971 0.54688  0.573
102 Cl 5.80975 -1.76833 0.26837  -0.221
103 Cl 6.06679 1.16497 -0.04301  -0.189
104 C 4.13585 -0.01207 1.32602  -0.233
105 N 3.09523 0.12114 1.90984  -0.404

---

Entry 2:
Here is a structure of composition C37H41F4N6OS2SbSi3W from the Open Molecules 2025 dataset. Energies are from ωB97M-V/def2-TZVPD.

Results
DFT total energy = -4209.302174 a.u.
orbital gap = 5.8 eV
HOMO level = -0.4884 hartree
net charge = +2
maximum force = 2.83 eV/Å

Each line ends with the Mulliken charge.
Atoms and positions in Å:
1 W 0.60154 0.41810 0.45228  1.531
2 C 1.03733 -2.90902 0.72024  -1.619
3 C 1.24363 -1.48189 1.08912  0.869
4 N 0.19977 -0.84759 1.85551  0.012
5 N -1.12878 -0.99557 0.94370  -0.555
6 C -1.93136 -0.12003 0.38583  0.688
7 S -1.34795 1.26684 -0.53765  -0.404
8 S -3.66363 -0.36774 0.37619  -0.075
9 C -3.77181 -2.20099 0.31170  -0.596
10 C -4.29827 -2.65191 -1.02548  0.996
11 C -3.76928 -2.14847 -2.21167  -0.183
12 C -4.25871 -2.57353 -3.43679  -0.783
13 C -5.27569 -3.52017 -3.48942  -0.690
14 C -5.80832 -4.02243 -2.31221  -0.662
15 C -5.32976 -3.58043 -1.08552  -0.685
16 C 2.65007 -0.93575 1.18974  -0.140
17 C 3.61083 -1.46208 2.06423  -0.476
18 C 4.94492 -1.12599 1.98891  -0.981
19 C 5.37777 -0.19638 1.04475  -0.483
20 C 4.45838 0.40928 0.21183  -0.845
21 C 3.12444 0.03547 0.26950  1.109
22 O 2.20976 0.67597 -0.55543  -0.768
23 H -0.00136 -3.10240 0.46461  0.155
24 H 1.27546 -3.51346 1.60174  0.494
25 H 1.70370 -3.21345 -0.08443  0.400
26 H -4.41455 -2.52486 1.12731  0.537
27 H -2.77194 -2.57792 0.52203  0.051
28 H -3.00585 -1.37515 -2.17759  0.392
29 H -3.87034 -2.14325 -4.35324  0.581
30 H -5.66770 -3.84623 -4.44392  0.441
31 H -6.60980 -4.74758 -2.34495  0.416
32 H -5.75879 -3.96875 -0.17002  0.400
33 H 3.30189 -2.22719 2.76746  0.506
34 H 5.64904 -1.61441 2.64779  0.486
35 H 6.42505 0.06203 0.96775  0.459
36 H 4.74967 1.13815 -0.53298  0.508
37 F 0.62390 -1.09021 -4.56005  -0.239
38 C 0.00407 -2.10607 -5.15999  0.063
39 C -0.01916 -2.16124 -6.50297  0.095
40 F 0.57652 -1.20377 -7.18265  -0.282
41 C -0.68225 -3.23198 -7.21632  0.012
42 C -1.30056 -4.23666 -6.37952  0.483
43 C -1.26778 -4.17308 -5.03547  0.140
44 F -1.85756 -5.12329 -4.32765  -0.348
45 C -0.62131 -3.09866 -4.33612  0.712
46 C -0.62119 -3.01903 -2.96444  1.042
47 C -0.05255 -1.95221 -2.21996  0.006
48 N 0.31043 -1.15464 -1.48192  -0.213
49 C -1.25082 -3.96119 -2.08230  -0.539
50 N -1.69700 -4.61266 -1.24754  -0.587
51 F -1.92536 -5.24601 -6.94639  -0.274
52 C -0.72577 -3.28147 -8.58083  1.373
53 C -1.39440 -4.31394 -9.31484  -0.213
54 N -1.93832 -5.09143 -9.96125  -0.404
55 C -0.11245 -2.29865 -9.42419  -0.179
56 N 0.36661 -1.55525 -10.15625  -0.413
57 C -1.26084 3.91010 4.77672  -1.097
58 Si -1.52486 2.75969 3.34018  0.673
59 C -2.14455 1.09916 3.91324  -0.868
60 C -2.59614 3.60885 2.07397  -0.902
61 Sb 0.87605 2.33892 2.29673  -1.392
62 Si 2.45844 1.75009 4.28833  1.025
63 C 4.18294 1.89845 3.61430  -0.699
64 C 1.98091 0.03350 4.84515  -0.914
65 C 2.20660 3.03106 5.62102  -1.268
66 Si 1.59486 4.46756 1.03679  0.622
67 C 1.26267 5.86223 2.23172  -1.072
68 C 3.39659 4.21895 0.65356  -0.770
69 C 0.55171 4.51228 -0.50255  -0.895
70 H -2.22638 4.05125 5.27260  0.415
71 H -0.91179 4.89468 4.46103  0.299
72 H -0.57544 3.50784 5.51920  0.246
73 H -3.23001 1.10449 4.03269  0.412
74 H -1.70810 0.87737 4.89057  0.346
75 H -1.88624 0.27818 3.24324  0.160
76 H -3.64895 3.54446 2.35776  0.407
77 H -2.49508 3.20125 1.07061  0.226
78 H -2.33176 4.66884 2.04010  0.337
79 H 4.24290 1.58415 2.57364  -0.092
80 H 4.88343 1.29266 4.19284  0.403
81 H 4.51174 2.93848 3.67609  0.420
82 H 1.45531 -0.53026 4.07089  0.128
83 H 1.32040 0.09159 5.71212  0.452
84 H 2.86564 -0.53471 5.13893  0.396
85 H 1.88654 3.99640 5.22220  0.284
86 H 3.15635 3.19811 6.13490  0.419
87 H 1.48096 2.70897 6.36782  0.363
88 H 1.21002 5.51260 3.26568  0.195
89 H 0.32323 6.36663 1.99946  0.372
90 H 2.06135 6.60514 2.18474  0.457
91 H 4.00339 4.30312 1.55773  0.292
92 H 3.75338 4.96176 -0.06231  0.466
93 H 3.55935 3.22878 0.22124  -0.017
94 H -0.49819 4.70253 -0.26888  0.306
95 H 0.62376 3.56181 -1.04082  0.118
96 H 0.89542 5.29328 -1.18354  0.428

---

> Among the records above, which one has the lowest orbital gap?

C37H41Cl6N5O10Si4TeZr

---

> The highest HOMO level belongs to which entry?

C37H41Cl6N5O10Si4TeZr

---

> Which value of orbital gap does entry 1 give?

4.4 eV

---

> Among the records above, which one has the highest orbital gap?

C37H41F4N6OS2SbSi3W